[1]
DFT (ωB97M-V/def2-TZVPD) results for a molecular structure, C22H34AsF5I2IrN4O2STe.

XYZ file:
```
73
Properties=species:S:1:pos:R:3:forces:R:3:lowdin_spin:R:1
Ir -0.578 0.494 -0.310 0.059 0.065 -0.020 1.42
I 0.262 7.937 0.538 -0.010 -0.074 -0.022 0.10
C 0.012 6.000 -0.119 0.036 0.145 -0.008 0.20
C 0.320 5.675 -1.441 -0.021 -0.013 0.049 -0.02
C 0.137 4.385 -1.865 0.016 -0.107 -0.151 0.15
I 0.586 3.834 -3.800 -0.027 0.050 0.093 0.06
C -0.354 3.361 -0.967 -0.021 0.056 0.045 0.12
O -0.556 2.209 -1.449 -0.023 -0.004 0.043 0.27
C -0.632 3.725 0.411 0.007 -0.026 -0.032 0.11
C -1.021 2.742 1.491 0.033 0.014 0.014 0.01
N -1.820 1.583 1.021 0.065 -0.018 -0.089 0.00
C -2.261 0.709 2.138 -0.017 -0.012 0.051 0.00
C -1.443 -0.551 2.261 -0.028 -0.007 0.026 0.00
C -1.529 -1.354 3.381 0.005 0.021 0.000 0.00
C -0.826 -2.546 3.411 0.008 -0.008 -0.028 0.00
C -0.049 -2.897 2.320 -0.007 0.001 0.042 0.00
C 0.014 -2.043 1.240 0.041 0.013 -0.011 0.00
N -0.682 -0.896 1.212 -0.004 -0.078 -0.002 0.03
C -0.466 5.027 0.783 0.000 -0.050 0.014 0.01
H 0.696 6.427 -2.119 0.002 0.010 0.008 0.00
H -1.580 3.278 2.263 -0.005 0.007 -0.015 0.00
H -0.105 2.339 1.936 0.007 -0.016 0.001 0.00
H -2.650 1.914 0.537 0.005 0.001 -0.015 0.00
H -3.301 0.430 1.957 0.008 -0.007 -0.022 0.00
H -2.228 1.259 3.080 -0.027 0.009 -0.011 0.00
H -2.139 -1.043 4.218 0.002 0.004 -0.001 0.00
H -0.880 -3.188 4.280 0.007 -0.001 0.001 0.00
H 0.529 -3.809 2.306 0.002 0.000 -0.007 0.00
H 0.643 -2.243 0.384 -0.012 0.002 -0.003 0.00
H -0.683 5.322 1.802 0.005 0.013 -0.004 0.00
F 4.369 0.609 -0.172 0.034 -0.002 0.000 0.13
Te 2.609 0.116 -0.734 -0.434 0.057 -0.040 0.16
F 2.848 -1.629 0.173 -0.040 0.061 0.004 0.14
F 2.652 1.557 -1.984 0.019 0.011 -0.041 0.06
F 1.395 1.698 0.283 0.094 -0.077 0.005 0.25
F 3.288 -0.846 -2.177 0.056 -0.036 -0.091 0.02
O 0.662 -0.463 -1.340 0.261 0.020 0.126 0.59
C -2.212 -4.628 -3.014 -0.002 0.019 0.008 0.00
C -2.500 -3.307 -2.321 0.014 0.000 -0.009 0.00
N -2.395 -2.133 -3.192 -0.032 0.030 0.014 0.02
C -2.723 -2.289 -4.610 -0.021 0.004 -0.015 0.00
C -4.224 -2.366 -4.855 0.017 0.001 0.006 0.00
C -2.302 -0.909 -2.629 0.058 -0.073 -0.026 0.02
C -2.132 0.278 -3.531 -0.012 -0.003 0.010 0.00
N -2.325 -0.698 -1.340 -0.009 0.025 0.044 0.09
H -2.211 -5.416 -2.262 -0.002 -0.005 -0.004 0.00
H -1.232 -4.619 -3.490 -0.002 -0.006 0.000 0.00
H -2.965 -4.887 -3.758 -0.001 -0.004 -0.005 0.00
H -1.762 -3.184 -1.525 -0.003 0.003 0.004 0.00
H -3.491 -3.340 -1.851 0.002 0.003 0.009 0.00
H -2.229 -3.185 -4.978 0.008 0.000 -0.004 0.00
H -2.290 -1.460 -5.162 0.016 -0.016 0.002 0.00
H -4.670 -3.208 -4.323 -0.001 -0.002 0.001 0.00
H -4.429 -2.494 -5.917 -0.005 0.001 0.001 0.00
H -4.721 -1.455 -4.517 -0.008 0.000 -0.004 0.00
H -1.234 0.173 -4.140 0.002 0.007 -0.002 0.00
H -2.037 1.172 -2.926 -0.014 0.011 -0.004 0.00
H -2.990 0.393 -4.193 0.007 0.001 -0.006 0.00
H -2.473 -1.551 -0.814 -0.045 0.005 -0.006 0.00
C 4.297 -0.205 5.340 -0.020 0.008 -0.018 0.00
As 4.027 0.045 3.445 0.002 -0.016 0.123 0.00
C 4.926 -1.440 2.619 -0.007 0.025 -0.106 0.00
C 5.059 1.599 2.980 -0.014 -0.007 -0.107 0.00
S 2.012 0.229 2.921 -0.039 -0.037 0.116 0.02
H 5.361 -0.311 5.545 -0.004 0.003 0.017 0.00
H 3.765 -1.100 5.654 0.005 -0.005 -0.010 0.00
H 3.897 0.654 5.874 0.000 0.008 -0.016 0.00
H 5.942 -1.517 3.003 0.002 0.024 0.011 0.00
H 4.935 -1.265 1.545 0.021 -0.041 0.005 0.00
H 4.374 -2.354 2.824 -0.025 0.014 0.022 0.00
H 6.084 1.501 3.334 0.002 -0.031 0.004 0.00
H 4.593 2.480 3.416 -0.023 -0.021 0.022 0.00
H 5.040 1.674 1.894 0.037 0.053 0.012 0.00
```
Forces are in eV/Å.

Highest occupied orbital energy (spin up / spin down) = -9.958 / -10.200 eV
Spin multiplicity = 5
⟨S²⟩ = 6.05
Net charge = +1
Gap between HOMO and LUMO (spin up / spin down) = 7.57 / 4.61 eV
Relative energy (zero: lowest compared OMol25 entry of this formula, charge and spin) = 0.522 eV

---

[2]
DFT (ωB97M-V/def2-TZVPD) results for 3 unconnected molecules or ions with the total composition C28H66NO11PSi.

XYZ file:
```
108
Properties=species:S:1:pos:R:3:forces:R:3:lowdin_charge:R:1
C 2.552 3.443 0.570 0.078 -0.015 -0.131 -0.10
C 1.710 2.183 0.818 0.040 -0.111 0.139 -0.24
C 1.478 1.325 -0.433 0.107 0.282 0.047 -0.19
C 0.271 1.753 -1.317 0.173 0.112 -0.050 -0.45
N 0.036 3.204 -1.140 -0.427 0.101 -0.059 0.02
C -0.693 3.900 -2.199 0.217 -0.113 -0.134 -0.26
O -1.157 5.141 -1.739 0.066 0.029 0.017 -0.14
O -0.031 6.022 -1.632 -0.056 -0.029 0.126 -0.01
C -0.949 0.965 -0.793 -0.033 -0.077 0.180 -0.43
O -2.171 1.535 -1.212 0.060 0.162 -0.104 -0.19
C -3.134 1.737 -0.174 -0.024 -0.241 0.179 -0.19
C -4.298 2.515 -0.761 -0.213 -0.009 0.049 -0.16
C -4.443 3.934 -0.216 0.013 0.029 0.279 -0.21
C -5.308 4.809 -1.117 0.063 0.075 -0.075 -0.19
C -4.508 5.381 -2.302 -0.174 -0.162 -0.259 -0.17
C -4.142 6.837 -2.126 0.056 0.075 0.082 -0.25
O -3.452 6.990 -0.901 -0.006 -0.097 0.091 -0.20
C -2.685 8.164 -0.830 -0.031 0.131 -0.067 -0.12
P -1.133 -0.811 -1.182 -0.229 -0.373 0.290 0.77
O -2.219 -1.471 -0.414 -0.005 0.093 0.040 -0.42
Si 0.810 1.405 -3.132 -0.101 0.067 -0.064 0.55
C 1.658 -0.268 -3.266 0.016 -0.065 0.130 -0.18
C -0.643 1.411 -4.323 -0.080 -0.147 0.067 -0.17
C 2.091 2.703 -3.575 0.150 -0.044 0.110 -0.16
H 3.591 3.282 0.868 -0.056 0.028 0.005 0.07
H 2.174 4.305 1.122 0.050 -0.055 0.032 0.07
H 2.552 3.715 -0.487 -0.066 0.008 0.085 0.05
H 2.222 1.547 1.545 -0.058 0.100 0.036 0.11
H 0.757 2.446 1.291 0.031 -0.054 -0.090 0.10
H 2.403 1.336 -1.022 -0.026 -0.034 0.125 0.10
H 1.323 0.292 -0.111 0.081 -0.050 -0.139 0.09
H -0.520 3.359 -0.297 0.138 -0.123 -0.028 0.12
H -0.035 4.063 -3.061 -0.134 -0.082 0.089 0.11
H -1.604 3.388 -2.510 -0.080 -0.004 -0.017 0.12
H 0.167 5.947 -0.687 0.127 0.035 -0.078 0.10
H -0.888 0.961 0.312 -0.065 0.121 -0.068 0.13
H -2.664 2.294 0.652 -0.004 -0.014 -0.113 0.13
H -3.440 0.761 0.218 0.032 0.081 -0.059 0.12
H -4.174 2.547 -1.849 0.034 -0.063 0.086 0.12
H -5.223 1.963 -0.564 0.017 0.087 -0.145 0.12
H -3.454 4.394 -0.098 -0.096 0.028 -0.070 0.11
H -4.887 3.890 0.786 0.096 -0.034 -0.044 0.12
H -6.149 4.209 -1.483 0.031 0.074 0.036 0.11
H -5.735 5.634 -0.539 0.019 -0.046 -0.050 0.11
H -5.089 5.305 -3.228 0.067 -0.010 0.038 0.11
H -3.590 4.799 -2.451 -0.143 0.086 0.017 0.09
H -3.516 7.187 -2.959 -0.022 -0.082 0.043 0.12
H -5.059 7.448 -2.112 0.105 0.040 -0.009 0.13
H -3.289 9.051 -1.062 0.034 -0.014 0.034 0.09
H -2.316 8.249 0.192 0.011 0.014 -0.031 0.09
H -1.829 8.128 -1.518 -0.092 -0.024 0.034 0.08
H 0.130 -1.388 -0.969 0.150 0.021 -0.137 0.01
H -1.308 -0.894 -2.572 0.144 0.136 -0.096 0.03
H 2.357 -0.188 -4.106 -0.056 -0.096 0.007 0.04
H 2.247 -0.521 -2.380 -0.035 0.000 -0.109 0.03
H 0.977 -1.097 -3.477 0.029 0.045 0.009 0.02
H -0.443 0.706 -5.136 -0.012 0.107 -0.016 0.04
H -0.837 2.394 -4.754 -0.001 -0.035 0.007 0.03
H -1.557 1.075 -3.819 0.065 0.105 -0.095 0.02
H 2.025 3.591 -2.939 0.016 -0.088 -0.117 0.03
H 3.093 2.281 -3.456 -0.029 0.081 -0.033 0.04
H 1.977 3.003 -4.620 0.035 0.033 0.048 0.04
C 2.336 -8.802 -3.107 -0.017 -0.098 0.033 -0.11
O 1.800 -8.109 -2.005 -0.005 0.229 -0.068 -0.19
C 2.722 -7.881 -0.958 0.044 -0.179 0.031 -0.21
C 2.452 -6.572 -0.255 -0.031 -0.059 0.117 -0.19
O 2.791 -5.427 -1.014 0.103 0.063 0.006 -0.12
C 1.891 -5.008 -2.024 -0.039 0.029 -0.144 -0.18
C 0.665 -4.296 -1.502 -0.111 0.069 -0.067 -0.23
O -0.246 -5.192 -0.905 0.178 -0.090 0.123 -0.19
C -0.958 -4.628 0.180 -0.062 0.000 -0.059 -0.10
H 2.510 -9.860 -2.879 0.024 0.006 0.019 0.09
H 1.611 -8.734 -3.917 -0.010 -0.024 0.010 0.09
H 3.280 -8.355 -3.438 -0.005 0.010 -0.006 0.09
H 3.747 -7.876 -1.347 -0.007 0.034 -0.022 0.12
H 2.645 -8.686 -0.213 0.061 -0.037 -0.030 0.13
H 3.118 -6.538 0.612 -0.061 0.000 0.038 0.13
H 1.420 -6.532 0.101 -0.002 -0.004 -0.102 0.12
H 1.603 -5.833 -2.681 -0.026 -0.023 0.097 0.12
H 2.457 -4.280 -2.612 -0.017 -0.035 -0.050 0.13
H 0.181 -3.785 -2.349 0.008 0.079 0.039 0.12
H 0.984 -3.535 -0.778 0.014 -0.021 0.018 0.11
H -0.266 -4.153 0.885 -0.016 -0.018 0.031 0.07
H -1.472 -5.443 0.688 -0.026 0.000 -0.029 0.09
H -1.688 -3.883 -0.149 0.019 0.023 0.015 0.07
C 4.470 -0.891 5.997 0.077 -0.009 -0.063 -0.11
O 3.508 -1.577 5.231 -0.201 0.038 0.107 -0.20
C 3.478 -2.974 5.456 0.173 -0.029 -0.043 -0.21
C 2.079 -3.529 5.327 0.021 -0.076 -0.109 -0.19
O 1.215 -3.186 6.394 -0.023 -0.068 0.089 -0.12
C 0.655 -1.886 6.411 -0.013 0.111 0.056 -0.19
C -0.467 -1.679 5.420 -0.114 0.069 -0.025 -0.21
O 0.031 -1.580 4.101 0.122 -0.149 0.026 -0.20
C -0.840 -2.084 3.113 0.024 0.153 -0.053 -0.11
H 5.489 -1.085 5.642 0.001 -0.029 0.010 0.09
H 4.263 0.173 5.901 0.018 -0.001 -0.022 0.09
H 4.410 -1.169 7.055 -0.010 0.006 0.004 0.09
H 3.868 -3.209 6.453 -0.031 0.021 0.019 0.12
H 4.111 -3.482 4.715 0.058 -0.010 0.051 0.13
H 2.167 -4.617 5.379 -0.020 0.001 -0.062 0.13
H 1.651 -3.265 4.357 0.017 0.082 0.054 0.12
H 1.419 -1.115 6.284 -0.009 -0.052 -0.075 0.12
H 0.224 -1.785 7.409 0.035 0.048 0.003 0.13
H -0.994 -0.753 5.691 -0.063 -0.028 -0.014 0.13
H -1.178 -2.510 5.501 0.025 -0.026 -0.009 0.13
H -1.194 -3.090 3.366 -0.016 0.008 0.010 0.09
H -0.271 -2.139 2.186 -0.051 0.033 -0.032 0.07
H -1.703 -1.428 2.954 -0.038 -0.047 0.010 0.09
```
Forces are in eV/Å.

Highest occupied orbital energy = -9.069 eV
Spin multiplicity = 1
SMILES = CCC[C@](NCOO)([C@@H](OCCCCCCOC)[PH2]=O)[Si](C)(C)C.COCCOCCOC.COCCOCCOC
Net charge = 0
Gap between HOMO and LUMO = 9.62 eV

---

[3]
DFT (ωB97M-V/def2-TZVPD) results for 3 unconnected molecules or ions with the total composition C4H11O4.

XYZ file:
```
19
Properties=species:S:1:pos:R:3:forces:R:3:lowdin_charge:R:1
O -1.151 -3.855 -1.158 -1.634 -2.203 -1.371 0.04
C -0.484 -3.147 -0.502 1.206 3.924 1.047 -0.30
C -0.849 -1.652 -0.233 -1.021 0.733 2.084 -0.18
C 0.222 -0.678 -0.730 0.870 0.163 -0.417 -0.19
C 0.041 0.921 -0.893 2.091 -1.914 -0.895 -0.35
O 0.703 1.415 0.188 -0.037 1.194 1.258 -0.32
H 0.535 -3.443 -0.171 -0.094 -0.074 0.251 0.12
H -0.886 -1.420 0.888 -0.062 -0.781 -1.122 0.12
H -1.880 -1.374 -0.598 1.049 -0.707 -0.029 0.12
H 1.126 -0.713 -0.031 -1.254 -0.130 -1.027 0.12
H 0.559 -1.090 -1.676 0.226 0.103 -0.526 0.08
H 0.549 1.138 -1.897 0.531 -0.268 0.902 0.09
H -0.851 1.432 -1.193 -1.824 -0.330 0.838 0.08
H 0.363 4.019 -0.163 0.280 0.032 -0.376 -0.03
H 0.148 2.795 0.816 -0.631 2.681 -1.447 0.08
O -0.141 3.869 0.632 0.338 -2.648 1.329 -0.22
H 0.695 0.672 1.364 0.209 -0.949 1.405 0.05
H 0.559 0.962 2.904 -0.137 0.443 0.798 -0.05
O 0.740 0.147 2.450 -0.105 0.729 -2.702 -0.27
```
Forces are in eV/Å.

Highest occupied orbital energy = -4.727 eV
Spin multiplicity = 1
Net charge = -1
Gap between HOMO and LUMO = 8.38 eV
Relative energy (zero: lowest compared OMol25 entry of this formula, charge and spin) = 3.025 eV

---

Number 1: DFT total energy -5328.99459 Eh, F_max 0.4 eV/A. Number 2: DFT total energy -2619.46287 Eh, F_max 0.5 eV/A. Number 3: DFT total energy -459.93924 Eh, F_max 4.2 eV/A.